{
  "formula": "C40H92FIO13Si",
  "method": "the ωB97M-V functional and the def2-TZVPD basis",
  "e_lumo_ev": 0.3977,
  "smiles": "CCCCCCCCCC[Si@@](I)(CCCC)CC(=O)F.COCCOC.COCCOC.COCCOC.COCCOC.COCCOC.COCCOC",
  "e_tot_ha": -3244.21405,
  "largest_force_ev_per_a": 5.3,
  "spin_multiplicity": 1,
  "species": ["C", "C", "C", "C", "C", "C", "C", "C", "C", "C", "Si", "I", "C", "C", "C", "C", "C", "C", "O", "F", "H", "H", "H", "H", "H", "H", "H", "H", "H", "H", "H", "H", "H", "H", "H", "H", "H", "H", "H", "H", "H", "H", "H", "H", "H", "H", "H", "H", "H", "H", "H", "H", "C", "O", "C", "C", "O", "C", "H", "H", "H", "H", "H", "H", "H", "H", "H", "H", "C", "O", "C", "C", "O", "C", "H", "H", "H", "H", "H", "H", "H", "H", "H", "H", "C", "O", "C", "C", "O", "C", "H", "H", "H", "H", "H", "H", "H", "H", "H", "H", "C", "O", "C", "C", "O", "C", "H", "H", "H", "H", "H", "H", "H", "H", "H", "H", "C", "O", "C", "C", "O", "C", "H", "H", "H", "H", "H", "H", "H", "H", "H", "H", "C", "O", "C", "C", "O", "C", "H", "H", "H", "H", "H", "H", "H", "H", "H", "H"],
  "coordinates": [[0.1010, 2.6422, 1.0333], [-1.2197, 1.8320, 1.1630], [-1.5480, 1.1863, -0.2154], [-2.2369, 2.2492, -1.0927], [-2.0302, 2.0821, -2.6078], [-0.5658, 1.8420, -3.0313], [-0.1350, 2.6074, -4.2987], [1.2700, 2.0725, -4.6859], [1.2036, 0.6587, -5.3408], [2.4879, -0.1717, -5.0292], [2.2369, -1.8326, -4.1601], [-0.0095, -2.2116, -3.2505], [2.8321, -3.2604, -5.2527], [2.5186, -4.6417, -4.5791], [1.4422, -5.4317, -5.3647], [0.5883, -6.2625, -4.3776], [3.4482, -1.8368, -2.6532], [3.0263, -2.7238, -1.5336], [3.4206, -3.7699, -1.3187], [2.1128, -2.2159, -0.6726], [0.1552, 3.4750, 1.7615], [0.2634, 3.0355, 0.0242], [0.9478, 1.9821, 1.2620], [-1.0622, 1.0905, 1.9483], [-2.0001, 2.5633, 1.3957], [-2.1677, 0.3037, -0.0303], [-0.5883, 0.8404, -0.6170], [-1.9706, 3.2509, -0.7389], [-3.3149, 2.1561, -0.8939], [-2.3677, 3.0184, -3.0798], [-2.6745, 1.3065, -3.0372], [0.1535, 2.0815, -2.2416], [-0.4571, 0.7769, -3.2598], [-0.8384, 2.5176, -5.1330], [-0.0004, 3.6638, -4.0283], [1.7743, 2.7827, -5.3473], [1.8427, 1.9506, -3.7586], [1.2064, 0.8534, -6.4211], [0.2626, 0.1467, -5.1308], [3.2173, 0.4389, -4.4860], [2.9735, -0.4028, -5.9875], [3.9267, -3.1950, -5.2972], [2.4016, -3.2046, -6.2561], [3.4075, -5.2762, -4.5490], [2.1472, -4.5138, -3.5578], [1.9095, -6.1558, -6.0398], [0.7744, -4.7755, -5.9320], [-0.0501, -5.6097, -3.7746], [-0.0084, -7.0300, -4.8784], [1.2674, -6.7874, -3.6927], [4.4363, -2.1708, -2.9761], [3.5467, -0.8101, -2.2820], [-4.5377, -0.9211, -0.9783], [-5.2896, 0.1694, -0.4695], [-6.2159, 0.6938, -1.4102], [-7.6132, 0.1415, -1.1975], [-7.6721, -1.2573, -1.4251], [-7.6043, -2.0193, -0.2283], [-4.1214, -1.4663, -0.1313], [-5.1520, -1.6077, -1.5644], [-3.7152, -0.5491, -1.5991], [-5.8740, 0.5047, -2.4332], [-6.2417, 1.7780, -1.2611], [-8.2857, 0.6134, -1.9212], [-7.9791, 0.3890, -0.1957], [-8.5872, -2.0405, 0.2542], [-6.8634, -1.6248, 0.4698], [-7.3205, -3.0381, -0.4902], [2.0454, 9.2549, -3.1251], [1.6769, 8.7681, -4.4057], [2.3302, 7.5547, -4.7497], [1.4593, 6.3425, -4.4762], [1.1856, 6.1809, -3.0928], [-0.0820, 6.6930, -2.7115], [1.2805, 9.9608, -2.8026], [2.1135, 8.4544, -2.3855], [3.0064, 9.7762, -3.1842], [3.2879, 7.4720, -4.2257], [2.5388, 7.5992, -5.8230], [2.0007, 5.4473, -4.8004], [0.5300, 6.3937, -5.0530], [-0.8688, 5.9749, -2.9662], [-0.2963, 7.6521, -3.1874], [-0.0746, 6.8363, -1.6312], [4.1743, 5.8131, 4.1858], [3.2855, 6.3814, 5.1354], [2.1279, 6.9529, 4.5428], [0.9424, 6.0068, 4.5883], [1.1627, 4.8382, 3.8137], [1.5861, 3.7333, 4.6009], [4.8288, 5.1191, 4.7139], [3.6482, 5.2634, 3.4029], [4.7840, 6.5999, 3.7291], [2.3371, 7.2660, 3.5148], [1.8825, 7.8484, 5.1221], [0.0758, 6.5187, 4.1574], [0.6922, 5.7467, 5.6218], [0.7202, 3.2729, 5.0873], [2.3200, 4.0172, 5.3578], [2.0445, 3.0022, 3.9355], [-9.0342, -7.2656, 2.4373], [-9.1243, -7.6511, 1.0749], [-9.2626, -6.5472, 0.1913], [-7.9363, -6.1410, -0.4238], [-7.0228, -5.6651, 0.5554], [-6.0918, -6.6559, 0.9636], [-8.5991, -8.0964, 2.9921], [-8.4010, -6.3868, 2.5745], [-10.0329, -7.0582, 2.8352], [-9.7294, -5.7003, 0.7047], [-9.9359, -6.8650, -0.6106], [-8.1163, -5.3180, -1.1231], [-7.5010, -6.9680, -0.9934], [-5.2856, -6.7389, 0.2278], [-6.5644, -7.6310, 1.0979], [-5.6656, -6.3437, 1.9167], [2.8396, -8.7608, 1.7946], [2.0105, -9.1446, 0.7099], [0.6354, -8.8671, 0.9349], [0.2041, -7.5633, 0.2885], [0.8570, -6.4422, 0.8587], [1.9742, -6.0011, 0.0961], [3.8616, -8.6848, 1.4241], [2.5488, -7.7946, 2.2116], [2.8035, -9.5213, 2.5820], [0.4154, -8.8607, 2.0075], [0.0682, -9.6863, 0.4818], [-0.8694, -7.4314, 0.4613], [0.3632, -7.5968, -0.7947], [1.6339, -5.3960, -0.7468], [2.5730, -6.8372, -0.2726], [2.6000, -5.3845, 0.7380], [8.7654, 4.1411, 7.7878], [7.8631, 4.7089, 8.7230], [6.7053, 5.2649, 8.1138], [5.5261, 4.3111, 8.1557], [5.7651, 3.1377, 7.3912], [6.1891, 2.0372, 8.1796], [9.4225, 3.4597, 8.3277], [8.2483, 3.5793, 7.0071], [9.3722, 4.9274, 7.3267], [6.9222, 5.5710, 7.0852], [6.4474, 6.1629, 8.6828], [4.6597, 4.8122, 7.7115], [5.2673, 4.0569, 9.1885], [5.3263, 1.5661, 8.6612], [6.9140, 2.3337, 8.9406], [6.6604, 1.3114, 7.5172]],
  "atomic_forces_ev_per_a": [[0.08, -0.09, 0.70], [0.90, 0.67, -1.02], [0.23, 0.39, 1.18], [-0.58, -1.06, -0.13], [0.36, 0.88, 0.00], [-0.63, -0.09, -0.77], [1.17, -0.15, 0.72], [-0.99, -0.65, 0.11], [0.89, 1.08, -0.69], [-0.75, -0.14, -0.39], [1.26, 0.06, -0.14], [0.03, -0.04, -0.25], [-0.22, -0.56, 1.01], [-0.63, 0.08, -1.06], [-0.45, -0.59, 0.90], [0.49, 0.01, -0.07], [-0.64, 0.54, 0.29], [-0.87, 3.70, -0.72], [1.91, -4.84, 0.74], [-0.27, 0.82, -0.14], [-0.04, -0.34, -0.41], [-0.16, 0.06, 0.13], [-0.05, 0.11, -0.17], [-0.46, 0.10, 0.04], [-0.20, -0.49, 0.37], [-0.08, 0.13, -0.38], [-0.24, -0.03, -0.20], [0.30, -0.08, -0.30], [0.14, 0.15, 0.03], [0.00, -0.15, 0.04], [0.09, -0.06, 0.25], [-0.20, 0.06, 0.01], [0.15, 0.07, 0.31], [-0.01, -0.01, 0.15], [-0.35, -0.03, -0.21], [0.16, -0.19, 0.09], [0.03, 0.40, -0.10], [-0.23, -0.26, 0.10], [0.19, -0.01, 0.25], [-0.18, -0.12, 0.11], [0.01, -0.17, 0.21], [-0.17, 0.47, -0.29], [0.21, -0.02, 0.04], [0.03, 0.24, 0.24], [0.21, -0.03, -0.03], [0.04, 0.40, -0.22], [0.22, 0.00, -0.04], [-0.01, -0.13, -0.09], [-0.08, 0.22, 0.02], [-0.17, 0.03, -0.03], [-0.15, -0.06, -0.08], [-0.19, -0.09, -0.09], [0.08, 0.05, 0.02], [-0.09, -0.15, -0.13], [0.05, 0.14, 0.32], [-0.05, -0.06, -0.35], [0.15, 0.05, 0.19], [-0.10, -0.10, -0.09], [0.02, 0.07, 0.01], [-0.04, 0.04, 0.01], [0.01, -0.08, -0.05], [-0.05, -0.06, 0.00], [-0.02, 0.00, -0.04], [0.01, 0.03, 0.02], [0.09, -0.02, 0.03], [0.03, 0.00, 0.10], [-0.02, 0.04, -0.02], [-0.03, 0.02, -0.03], [0.00, 0.09, -0.07], [0.02, -0.16, 0.19], [-0.22, 0.17, -0.21], [0.25, -0.20, 0.14], [-0.09, 0.18, -0.08], [0.01, -0.10, 0.07], [0.02, 0.02, -0.07], [0.00, -0.02, -0.03], [0.02, -0.01, 0.07], [-0.04, -0.05, 0.05], [0.02, -0.04, 0.01], [-0.01, 0.01, -0.03], [0.00, 0.09, 0.02], [-0.07, 0.05, -0.02], [0.02, -0.02, -0.03], [0.04, -0.08, -0.01], [0.12, 0.05, 0.10], [-0.07, -0.13, -0.17], [0.05, 0.00, 0.35], [-0.12, 0.10, -0.37], [0.21, 0.01, 0.27], [-0.10, -0.11, -0.13], [0.00, 0.05, 0.04], [-0.05, 0.03, 0.02], [0.02, -0.04, -0.07], [-0.04, -0.07, -0.02], [-0.03, 0.01, -0.03], [0.00, 0.02, 0.03], [0.09, 0.00, 0.01], [0.04, -0.04, 0.07], [-0.02, 0.07, -0.02], [-0.07, 0.03, -0.05], [-0.07, -0.09, 0.00], [0.14, 0.20, 0.06], [-0.01, -0.34, -0.13], [-0.08, 0.37, 0.08], [-0.06, -0.26, -0.01], [0.09, 0.12, 0.03], [-0.06, -0.03, -0.04], [-0.01, 0.00, -0.04], [0.02, 0.05, 0.06], [0.08, 0.03, 0.00], [0.00, 0.05, -0.01], [-0.02, -0.03, -0.02], [-0.02, -0.05, 0.07], [0.02, -0.08, 0.01], [-0.03, 0.02, -0.03], [0.00, 0.07, -0.04], [0.04, -0.09, -0.03], [-0.05, 0.19, 0.12], [0.11, -0.15, -0.30], [-0.16, 0.14, 0.29], [0.17, -0.22, -0.08], [-0.14, 0.03, 0.07], [-0.03, -0.06, -0.03], [-0.03, -0.01, -0.03], [0.02, 0.04, 0.06], [0.00, 0.08, 0.00], [-0.03, 0.02, 0.02], [-0.01, -0.04, -0.03], [0.07, -0.04, 0.02], [0.04, -0.02, -0.04], [-0.04, -0.02, 0.00], [-0.10, 0.06, -0.01], [0.06, 0.07, 0.08], [-0.08, -0.14, -0.19], [0.05, 0.01, 0.36], [-0.12, 0.10, -0.36], [0.15, 0.00, 0.17], [-0.07, -0.04, -0.09], [0.00, 0.07, 0.04], [-0.03, 0.02, 0.01], [0.02, -0.04, -0.07], [-0.04, -0.06, -0.02], [-0.03, 0.01, -0.04], [0.01, 0.03, 0.02], [0.10, -0.01, 0.02], [0.04, -0.03, 0.07], [-0.03, 0.03, 0.00], [-0.07, 0.02, -0.04]]
}